Record 1
{"formula": "C7H10N3", "method": "ωB97M-V with the def2-TZVPD basis set", "orbital_gap_ev": 8.610, "smiles": "CC1(C)C=NC=N[C@@H]2C=[N+]21", "charge": 1, "e_above_lowest_kcal_mol": 127.8, "symbols": ["C", "C", "C", "C", "C", "C", "C", "N", "N", "N", "H", "H", "H", "H", "H", "H", "H", "H", "H", "H"], "positions_angstrom": [[0.964, 0.663, -0.481], [-0.545, -1.953, 0.340], [2.390, -0.886, 0.527], [0.354, -1.580, 1.483], [-0.521, 0.426, -0.263], [-0.895, 1.716, 0.569], [-1.225, 0.363, -1.622], [2.122, 0.133, -0.236], [1.705, -1.591, 1.332], [-0.582, -0.689, 0.519], [1.004, 1.637, -1.088], [-1.036, -2.598, -0.344], [3.390, -1.198, 0.576], [-0.018, -1.415, 2.512], [-1.542, 1.201, 1.220], [-1.430, 2.462, -0.135], [-0.107, 2.300, 1.109], [-1.055, -0.613, -2.074], [-0.674, 1.142, -2.278], [-2.300, 0.480, -1.665]]}

Record 2
{"formula": "C7H10N3", "method": "ωB97M-V with the def2-TZVPD basis set", "orbital_gap_ev": 9.044, "charge": 1, "e_above_lowest_kcal_mol": 141.3, "symbols": ["C", "C", "C", "C", "C", "C", "C", "N", "N", "N", "H", "H", "H", "H", "H", "H", "H", "H", "H", "H"], "positions_angstrom": [[-2.342, 1.339, 0.175], [-2.279, -1.125, 0.123], [-0.941, -1.269, 0.357], [-3.095, 0.123, 0.027], [-0.032, -0.230, 0.592], [2.027, 1.105, 0.616], [1.244, 0.035, -1.385], [-1.529, 2.112, 0.484], [-4.318, 0.263, -0.221], [1.004, 0.248, 0.028], [-2.780, -2.019, -0.196], [-0.423, -2.275, 0.164], [0.048, 0.065, 2.284], [1.967, 1.227, 1.767], [3.108, 1.115, 0.351], [1.803, 2.153, 0.215], [1.512, 1.012, -1.704], [2.159, -0.696, -1.336], [0.465, -0.459, -1.917], [-4.914, -0.496, -0.369]]}

Record 3
{"formula": "C7H10N3", "method": "ωB97M-V with the def2-TZVPD basis set", "orbital_gap_ev": 9.555, "smiles": "N/C=[N+](\\N)c1ccccc1", "charge": 1, "e_above_lowest_kcal_mol": 42.8, "symbols": ["C", "C", "C", "C", "C", "C", "C", "N", "N", "N", "H", "H", "H", "H", "H", "H", "H", "H", "H", "H"], "positions_angstrom": [[3.042, -0.239, -0.080], [2.239, -1.309, 0.076], [2.453, 1.030, -0.134], [0.844, -1.206, 0.161], [1.080, 1.170, -0.085], [0.294, 0.029, -0.097], [-2.005, -0.704, -0.487], [-3.254, -0.706, -0.149], [-1.143, 0.130, -0.014], [-1.637, 1.276, 0.757], [4.179, -0.461, -0.024], [2.746, -2.350, 0.272], [2.864, 2.057, -0.101], [0.240, -1.979, 0.244], [0.759, 2.150, -0.101], [-1.618, -1.348, -1.325], [-3.967, -1.106, -0.743], [-3.702, -0.031, 0.416], [-2.450, 1.690, 0.390], [-0.961, 1.907, 1.024]]}

Record 4
{"formula": "C7H10N3O2", "method": "ωB97M-V with the def2-TZVPD basis set", "orbital_gap_ev": 8.126, "charge": 1, "e_above_lowest_kcal_mol": 172.1, "symbols": ["C", "C", "C", "C", "C", "C", "C", "N", "N", "N", "O", "O", "H", "H", "H", "H", "H", "H", "H", "H", "H", "H"], "positions_angstrom": [[1.019, -1.484, -0.392], [-2.083, 0.150, 0.206], [-1.586, -0.261, -1.121], [-1.083, -0.348, 1.290], [-0.223, 0.504, -1.434], [0.252, 0.214, 1.183], [0.819, 0.017, -0.387], [1.101, -2.608, -0.354], [3.316, -0.209, 0.615], [1.993, 0.695, -0.321], [4.215, 0.460, 0.412], [2.399, 1.748, -0.681], [-2.109, 1.188, 0.303], [-3.057, -0.326, 0.553], [-1.337, -1.337, -1.168], [-2.370, -0.014, -1.788], [-1.374, -0.133, 2.315], [-1.022, -1.403, 1.204], [0.083, 0.447, -2.551], [-0.235, 1.695, -1.224], [0.226, 1.303, 1.455], [1.057, -0.297, 1.885]]}

Record 5
{"formula": "C7H10N5O", "method": "ωB97M-V with the def2-TZVPD basis set", "orbital_gap_ev": 7.664, "charge": 1, "e_above_lowest_kcal_mol": 119.2, "symbols": ["C", "C", "C", "C", "C", "C", "C", "N", "N", "N", "N", "N", "O", "H", "H", "H", "H", "H", "H", "H", "H", "H", "H"], "positions_angstrom": [[-0.379, -0.475, -2.101], [0.348, 0.235, 0.454], [-0.318, 1.020, -0.414], [0.533, 0.252, 1.845], [-0.441, 2.527, 1.275], [-0.809, -2.396, -0.540], [1.460, -2.125, -1.653], [-0.592, 0.711, -1.731], [-0.778, 2.200, 0.037], [0.247, 1.613, 2.131], [-0.766, 3.731, 1.713], [0.160, -1.481, -1.160], [0.949, -0.455, 2.727], [-0.363, -0.684, -3.097], [-0.414, -3.009, 0.332], [-1.787, -2.079, -0.097], [-0.972, -3.221, -1.377], [1.931, -1.202, -2.037], [2.226, -2.379, -0.946], [1.387, -3.051, -2.310], [0.328, 1.817, 3.110], [-1.142, 4.377, 1.089], [-0.810, 4.073, 2.749]]}

Record 6
{"formula": "C7H10NO", "method": "ωB97M-V with the def2-TZVPD basis set", "orbital_gap_ev": 6.347, "charge": 1, "e_above_lowest_kcal_mol": 74.6, "symbols": ["C", "C", "C", "C", "C", "C", "C", "N", "O", "H", "H", "H", "H", "H", "H", "H", "H", "H", "H"], "positions_angstrom": [[-1.320, -1.233, -0.285], [-1.561, -1.554, -1.571], [-0.551, -0.008, -0.259], [-0.677, -0.731, -2.289], [0.087, 2.412, 1.110], [0.679, 1.244, 1.439], [1.594, -0.809, 0.789], [0.402, 0.113, 0.702], [-0.046, 0.136, -1.585], [-1.636, -1.778, 0.627], [-2.277, -2.301, -1.968], [-1.074, 1.027, -0.145], [-0.429, -0.701, -3.349], [0.071, 3.386, 1.551], [-0.621, 2.571, 0.311], [1.509, 1.159, 2.201], [2.521, -0.338, 0.430], [1.723, -0.784, 1.910], [1.606, -1.810, 0.381]]}

Record 7
{"formula": "C7H10NO", "method": "ωB97M-V with the def2-TZVPD basis set", "orbital_gap_ev": [8.645, 8.527], "charge": 1, "e_above_lowest_kcal_mol": 160.8, "symbols": ["C", "C", "C", "C", "C", "C", "C", "N", "O", "H", "H", "H", "H", "H", "H", "H", "H", "H", "H"], "positions_angstrom": [[0.733, -0.762, 0.579], [-1.595, -1.234, 0.498], [-2.175, -0.008, -0.119], [1.667, -0.102, -0.074], [-3.523, 0.433, 0.227], [2.923, -0.724, -0.519], [1.838, 1.400, 0.070], [-1.312, 0.277, -0.903], [-0.282, -1.338, 0.856], [-1.987, -2.185, 0.135], [-3.631, 1.486, 0.025], [-3.790, 0.103, 1.321], [-4.268, -0.040, -0.480], [2.769, -1.046, -1.549], [3.177, -1.659, 0.011], [3.770, -0.103, -0.451], [2.064, 1.842, -0.967], [2.677, 1.784, 0.711], [0.945, 1.876, 0.627]]}

Record 8
{"formula": "C7H10NO2", "method": "ωB97M-V with the def2-TZVPD basis set", "orbital_gap_ev": [8.656, 8.657], "smiles": "O=C=C[N@H+]1CCCC(=O)C1", "charge": 1, "e_above_lowest_kcal_mol": 114.9, "symbols": ["C", "C", "C", "C", "C", "C", "C", "N", "O", "O", "H", "H", "H", "H", "H", "H", "H", "H", "H", "H"], "positions_angstrom": [[3.478, 0.075, -0.069], [-1.596, 1.008, -0.181], [1.905, 0.516, 0.822], [-2.121, -0.355, 0.025], [-0.200, 1.390, 0.355], [-1.065, -1.185, -0.705], [0.284, -1.019, 0.016], [0.862, 0.359, -0.135], [4.432, 0.342, -0.632], [-2.233, 1.850, -0.620], [1.698, 0.033, 1.806], [-2.035, -0.631, 1.087], [-3.147, -0.475, -0.281], [-0.033, 2.310, -0.010], [0.021, 1.396, 1.475], [-1.433, -2.344, -0.728], [-1.083, -0.819, -1.740], [0.046, -1.086, 1.137], [1.063, -1.737, -0.466], [1.157, 0.373, -1.155]]}

Record 9
{"formula": "C7H10NO2", "method": "ωB97M-V with the def2-TZVPD basis set", "orbital_gap_ev": 8.483, "smiles": "C=C[N+](=C/OC=O)/C=C/C", "charge": 1, "e_above_lowest_kcal_mol": 62.7, "symbols": ["C", "C", "C", "C", "C", "C", "C", "N", "O", "O", "H", "H", "H", "H", "H", "H", "H", "H", "H", "H"], "positions_angstrom": [[-1.291, -1.947, 0.330], [-0.019, -1.873, -0.083], [4.418, -0.070, -0.087], [2.165, -0.868, -0.128], [0.393, 0.589, 0.088], [-1.452, 2.354, 0.045], [-0.868, 0.976, -0.236], [0.845, -0.699, -0.087], [5.187, 0.777, 0.132], [3.028, 0.110, 0.014], [-1.694, -2.879, 0.339], [-1.817, -1.202, 0.853], [0.655, -2.638, -0.429], [4.472, -1.211, -0.261], [2.497, -1.818, -0.263], [1.070, 1.251, 0.505], [-1.225, 2.713, 1.077], [-2.463, 2.490, -0.152], [-0.974, 3.210, -0.408], [-1.461, 0.347, -0.698]]}

Record 10
{"formula": "C7H10NO2Se", "method": "ωB97M-V with the def2-TZVPD basis set", "orbital_gap_ev": 7.808, "smiles": "CCCC[Se][C@H](C#N)C(=O)[O-]", "charge": -1, "e_above_lowest_kcal_mol": 0.0, "symbols": ["C", "C", "C", "C", "C", "C", "C", "N", "O", "O", "Se", "H", "H", "H", "H", "H", "H", "H", "H", "H", "H"], "positions_angstrom": [[0.458, 1.409, 3.181], [1.605, 2.491, 1.128], [-0.955, -1.631, -2.838], [-0.194, -1.003, -1.712], [-0.918, -1.300, -0.363], [-0.584, -0.110, 0.658], [1.572, 1.343, 2.160], [-0.405, 1.363, 3.915], [0.710, 2.457, 0.280], [2.465, 3.337, 1.259], [1.232, -0.417, 1.413], [-1.963, -1.155, -2.906], [-1.156, -2.702, -2.801], [-0.549, -1.384, -3.745], [0.822, -1.288, -1.656], [-0.092, 0.078, -1.694], [-0.703, -2.358, 0.029], [-2.085, -1.194, -0.662], [-0.437, 0.841, 0.123], [-1.263, -0.043, 1.475], [2.440, 1.266, 2.755]]}

Record 11
{"formula": "C7H10NOPS", "method": "ωB97M-V with the def2-TZVPD basis set", "orbital_gap_ev": 8.506, "smiles": "C[P@](O)(=S)Nc1ccccc1", "charge": 0, "e_above_lowest_kcal_mol": 0.0, "symbols": ["C", "C", "C", "C", "C", "C", "C", "N", "O", "P", "S", "H", "H", "H", "H", "H", "H", "H", "H", "H", "H"], "positions_angstrom": [[1.224, -2.757, 1.108], [0.099, -2.115, 1.625], [2.048, -1.984, 0.309], [-0.191, -0.786, 1.394], [1.752, -0.637, 0.113], [0.624, -0.007, 0.655], [-1.297, 2.685, -1.827], [0.270, 1.186, 0.148], [1.346, 2.224, -2.143], [0.017, 1.436, -1.846], [-0.165, -0.118, -2.984], [1.430, -3.843, 1.304], [-0.487, -2.714, 2.235], [2.773, -2.386, -0.456], [-1.019, -0.261, 1.904], [2.286, -0.196, -0.717], [-1.353, 3.027, -2.897], [-2.283, 2.353, -1.541], [-1.100, 3.575, -1.250], [-0.558, 1.646, 0.561], [1.910, 1.590, -2.754]]}

Record 12
{"formula": "C7H10NOPS2", "method": "ωB97M-V with the def2-TZVPD basis set", "orbital_gap_ev": [7.228, 7.231], "charge": 0, "e_above_lowest_kcal_mol": 85.7, "symbols": ["C", "C", "C", "C", "C", "C", "C", "N", "O", "P", "S", "S", "H", "H", "H", "H", "H", "H", "H", "H", "H", "H"], "positions_angstrom": [[-1.102, 2.803, -1.096], [-1.762, 2.269, -0.032], [-0.179, 2.061, -1.723], [-1.373, 1.047, 0.487], [0.166, 0.744, -1.314], [-0.418, 0.291, -0.192], [3.029, -0.810, 0.470], [-1.782, -2.761, 0.535], [2.152, -1.632, -0.300], [-0.389, -2.125, 1.162], [-0.539, -2.016, 3.105], [1.494, -2.961, 0.336], [-1.321, 3.756, -1.571], [-2.534, 2.814, 0.630], [0.319, 2.538, -2.640], [-1.885, 0.876, 1.429], [1.092, 0.375, -1.734], [3.932, -1.396, 0.716], [2.325, -0.334, 1.300], [3.357, 0.041, -0.313], [-2.535, -3.159, 1.121], [-2.046, -2.422, -0.377]]}